Entry 1:
C24H22CuN2O3 | ωB97M-V/def2-TZVPD

* relative energy (zero: lowest compared OMol25 entry of this formula, charge and spin): 1.5 kcal/mol
* orbital gap (spin up / spin down): 0.284 / 0.283 Ha
* ⟨S²⟩: 0.753
* energy: -79008.531 eV

ORCA input file:
```
! wB97M-V def2-TZVPD RIJCOSX def2/J DEFGRID3
* xyz 0 2
C 1.23649 -1.39862 -1.58780
C 3.49309 -1.65536 -2.39086
C -3.18945 -0.93268 2.27916
N -2.70036 0.92289 0.81778
C 4.18472 1.70436 -0.83130
H 0.54326 -3.86794 -0.36325
H -4.84621 -3.41383 3.93832
H -4.59173 0.20752 1.11615
H -2.29834 3.64553 0.71449
C 1.06501 -0.31194 -2.44260
C -1.84939 -1.18071 2.70758
H -0.00734 3.88964 -1.35346
O -0.81924 -0.49162 2.35628
H 3.62801 0.19378 0.58074
C 3.77292 2.79397 -1.61905
C -3.13417 1.88107 -0.18825
C -3.52973 0.11470 1.36489
H -2.51828 -3.87349 4.69568
H -2.27055 3.67760 -1.05942
H 2.60683 -2.90472 -0.89809
C -2.14153 3.03820 -0.18167
C -1.66349 -2.27590 3.59602
C 0.17936 2.99417 -0.75160
C 2.45640 -2.06768 -1.56670
H 5.21968 1.38384 -0.86551
C 0.25613 -2.98248 0.20573
C 3.30893 1.03475 -0.02109
C 2.09827 0.09864 -3.26559
N -0.80536 2.46174 -0.12693
H 1.96731 0.95133 -3.91912
H -4.15480 2.22888 -0.00678
H 0.11534 0.20714 -2.43474
O -0.90375 -1.10991 -0.65127
C 0.10924 -1.78356 -0.68812
H 4.44274 -2.17383 -2.36511
O 1.15835 0.70503 0.81477
C 3.31328 -0.57407 -3.24026
C 1.52626 2.51130 -0.73909
C -4.24247 -1.74831 2.74184
C 1.93653 1.39832 0.05742
H -5.24728 -1.52965 2.39515
C -2.71187 -3.04894 4.01943
H 1.03778 -2.78783 0.94361
H 4.12378 -0.24570 -3.87852
H -0.65154 -2.47062 3.92730
H 2.11457 4.02478 -2.14311
H -3.10148 1.39100 -1.16643
H 4.47816 3.31574 -2.25086
C 2.46182 3.18124 -1.55501
Cu -0.74489 0.81835 0.95651
H -0.68325 -3.15031 0.72577
C -4.02778 -2.79584 3.59694
*
```

Charge distribution, Löwdin scheme, values in e: -0.159, -0.076, -0.139, -0.037, -0.087, 0.089, 0.094, 0.134, 0.125, -0.021, -0.347, 0.134, -0.101, 0.119, -0.107, -0.184, -0.067, 0.102, 0.119, 0.109, -0.185, -0.020, -0.069, -0.027, 0.107, 0.003, -0.015, -0.072, -0.031, 0.108, 0.121, 0.118, 0.041, -0.380, 0.104, -0.094, -0.082, -0.152, -0.061, -0.343, 0.107, -0.087, 0.102, 0.107, 0.114, 0.108, 0.128, 0.096, -0.065, 0.643, 0.083, -0.108


Entry 2:
C24H22IN8Tl | ωB97M-V/def2-TZVPD

* relative energy (zero: lowest compared OMol25 entry of this formula, charge and spin): 0.0 kcal/mol
* orbital gap: 0.272 Ha
* energy: -49945.626 eV

ORCA input file:
```
! wB97M-V def2-TZVPD RIJCOSX def2/J DEFGRID3
* xyz 2 1
H 2.34889 3.45086 0.97258
C -4.57140 -1.21437 3.63305
N 0.68419 -3.03024 -1.95805
C 2.89374 2.42000 2.76847
H 3.76982 4.13734 1.70153
C -0.37058 -3.17542 -1.15959
C 3.74067 0.21796 1.98727
H 4.61089 -0.42939 1.94622
H -6.69923 0.80044 2.26311
N -0.92124 -0.87664 -1.63457
C -3.58196 -1.29579 2.65957
N -5.65472 -0.48231 3.48970
C -1.19818 -1.93904 -0.85248
C 3.85674 1.26787 3.07560
H 1.61337 -6.19728 -1.90941
H 4.04116 2.61846 -0.53027
H 2.88253 3.14342 3.57220
H 1.18624 2.12188 -4.43181
I 2.31413 -1.30337 -5.04442
C -0.37900 3.46557 -3.88685
H 2.87056 -0.42418 2.08085
H -1.49138 -4.54916 0.07615
C 0.29069 2.28831 -3.88259
H -4.49595 -1.76430 4.55479
H 5.18981 2.29291 0.80441
C 3.26891 3.17208 1.48843
C -2.09964 -1.88548 0.13289
C -1.54442 0.26699 -1.46818
H -5.12342 0.68176 0.38263
H -3.04757 1.35936 -0.33960
N -0.09424 1.29904 -3.06189
H 1.87300 1.96994 2.61247
N -1.49567 3.64360 -3.16096
C 1.07853 -5.33229 -1.71483
H -2.70676 -1.92819 2.83812
C -1.93386 2.58052 -2.45726
C -2.53235 0.39226 -0.46730
C -4.86871 0.18730 1.32710
N 1.96453 0.21811 -1.03386
H -0.04797 4.26690 -4.47013
C -2.78461 -0.68375 0.35234
C 2.74050 0.49199 -0.20980
C -5.81092 0.19059 2.35836
H 4.88540 1.66363 3.05292
N 3.64646 0.87404 0.60757
C -1.18623 1.40227 -2.34196
C 1.41318 -4.10881 -2.27795
H -2.27619 -2.71574 0.79051
H -2.88462 2.64347 -1.89999
C -3.73903 -0.60414 1.46485
C -0.65586 -4.39993 -0.60175
N 0.04412 -5.47172 -0.91864
H 2.19549 -3.93453 -2.98805
Tl 1.01558 -0.84067 -2.84760
H 3.65169 0.74944 4.02591
C 4.12490 2.30839 0.53017
*
```

Charge distribution, Löwdin scheme, values in e: 0.106, -0.111, 0.013, -0.183, 0.130, -0.167, -0.102, 0.126, 0.119, 0.058, -0.002, 0.092, -0.163, -0.168, 0.111, 0.134, 0.114, 0.110, 0.441, -0.056, 0.122, 0.134, -0.061, 0.118, 0.133, -0.165, 0.072, -0.175, 0.124, 0.132, 0.023, 0.127, 0.150, -0.051, 0.120, -0.007, 0.090, -0.002, 0.124, 0.115, -0.101, -0.233, -0.098, 0.127, -0.043, -0.196, -0.044, 0.124, 0.132, -0.186, -0.031, 0.142, 0.092, 0.544, 0.134, -0.086


Q: Among the records above, which one has the lowest energy?
A: C24H22CuN2O3


Q: Among the records above, which one has the highest relative energy (zero: lowest compared OMol25 entry of this formula, charge and spin)?
A: C24H22CuN2O3